No. 1
{"formula": "C19H17BrIrN3O4S3SbSe", "method": "wB97M-V/def2-TZVPD", "symbols": ["Ir", "S", "Sb", "S", "S", "Br", "C", "C", "C", "C", "C", "C", "C", "C", "C", "C", "H", "H", "H", "H", "H", "H", "C", "C", "C", "N", "C", "C", "H", "H", "H", "H", "H", "C", "N", "C", "C", "N", "C", "H", "H", "H", "H", "H", "H", "O", "Se", "O", "O", "O"], "coordinates": [[-0.12529, -0.80347, 0.97080], [-2.12364, -3.47875, 4.50276], [-0.67641, -4.08690, 2.76960], [-1.69738, -3.04026, 0.84918], [0.84607, -2.14656, 2.72136], [1.69353, 1.25019, 2.53569], [2.79708, 1.09633, 0.99401], [3.73710, 2.08191, 0.83212], [4.70680, 1.98246, -0.17002], [4.75554, 0.86433, -0.94825], [3.80249, -0.16158, -0.80231], [3.91026, -1.32494, -1.58602], [3.00656, -2.33873, -1.45303], [1.92246, -2.18924, -0.58111], [1.74216, -1.04985, 0.17216], [2.73941, -0.03867, 0.14700], [3.73750, 2.93398, 1.49329], [5.42984, 2.77349, -0.29581], [5.52984, 0.73306, -1.68911], [4.72894, -1.39790, -2.28636], [3.09776, -3.24255, -2.03812], [1.20103, -2.99336, -0.52598], [-4.11669, 0.58708, 3.51155], [-2.93527, 0.30464, 4.17900], [-1.82732, -0.06542, 3.44257], [-1.85589, -0.16533, 2.11738], [-2.97579, 0.12753, 1.46889], [-4.13494, 0.49459, 2.13225], [-5.00627, 0.87136, 4.05670], [-2.86969, 0.35824, 5.25365], [-0.89633, -0.31769, 3.93491], [-2.96450, 0.06250, 0.38789], [-5.02262, 0.70526, 1.55677], [-0.85924, 1.26332, -4.15476], [-0.98547, 0.17907, -3.22775], [-2.00843, -0.71964, -3.15020], [-1.80190, -1.44160, -2.01326], [-0.67406, -0.99097, -1.39867], [-0.21015, -0.02080, -2.15760], [-1.82505, 1.44134, -4.62461], [-0.12399, 1.03008, -4.93067], [-0.55613, 2.15961, -3.61256], [-2.79152, -0.75196, -3.88108], [-2.37610, -2.24997, -1.60838], [0.68447, 0.53656, -1.96339], [-2.41601, 1.48116, -1.12498], [-1.37987, 2.27234, -0.19165], [-2.06266, 2.82716, 1.14006], [-0.15037, 1.20440, 0.28728], [-0.61988, 3.39415, -1.04117]], "mulliken_charge": [1.216, -0.655, 0.377, -0.243, -0.304, -0.091, 0.326, -0.655, -0.682, -0.881, 1.147, -0.973, -0.770, -0.577, -0.037, 0.939, 0.388, 0.383, 0.362, 0.343, 0.397, 0.315, -0.300, -0.818, -0.254, 0.623, 0.078, -0.904, 0.388, 0.406, 0.405, 0.305, 0.455, -0.920, 0.355, -0.439, -0.748, 0.102, -0.838, 0.332, 0.298, 0.341, 0.416, 0.404, 0.572, -0.675, 1.097, -0.726, -0.510, -0.770], "homo_lumo_gap_ev": [4.58, 4.58], "charge": -1, "homo_energy_ev": [-4.90, -4.88], "e_lumo_ev": [-0.315, -0.301]}

No. 2
{"formula": "C6H9NO3S2", "method": "wB97M-V/def2-TZVPD", "symbols": ["C", "C", "C", "C", "C", "C", "N", "O", "O", "O", "S", "S", "H", "H", "H", "H", "H", "H", "H", "H", "H"], "coordinates": [[0.05393, -1.52027, 0.53400], [0.71063, -2.19454, -0.48310], [2.03005, -0.39696, 0.93121], [-2.46738, 0.01916, -0.20768], [-1.09975, 0.54188, -0.72144], [-0.32740, 1.26094, 0.31679], [0.69161, -0.61117, 1.28508], [1.56110, 3.20751, 0.39842], [1.54574, 1.62428, -1.53834], [2.27194, 0.98996, 0.84692], [2.27809, -1.39162, -0.58895], [1.27312, 1.89936, -0.14118], [-0.92536, -1.90108, 0.64879], [0.42374, -3.00899, -1.02651], [2.70735, -0.86637, 1.68598], [-2.40415, -0.65674, 0.61099], [-2.93464, 0.95827, -0.07427], [-2.80169, -0.62888, -1.06997], [-0.61339, -0.43475, -1.08875], [-1.21733, 1.29518, -1.46791], [-0.75623, 1.81483, 1.14991]], "mulliken_charge": [-0.494, -0.264, 0.198, -1.284, -0.192, -0.465, -0.592, -0.655, -0.583, -0.431, -0.158, 1.189, 0.513, 0.537, 0.469, 0.287, 0.485, 0.288, 0.146, 0.601, 0.403], "homo_lumo_gap_ev": [7.39, 7.09], "charge": 0, "homo_energy_ev": [-8.36, -8.58], "e_lumo_ev": [-0.975, -1.483]}

No. 3
{"formula": "C3H4O2", "method": "wB97M-V/def2-TZVPD", "symbols": ["C", "C", "C", "O", "O", "H", "H", "H", "H"], "coordinates": [[1.81660, -0.31953, 0.27531], [-1.30179, 0.67220, 0.05249], [-0.41234, -0.27878, -0.53650], [2.78339, 0.24689, -0.05422], [-1.34831, -0.69141, 0.37250], [1.82178, -1.10846, 1.04572], [-0.88528, 1.18139, 0.93518], [-2.08165, 1.01245, -0.46438], [-0.39238, -0.71475, -1.62610]], "mulliken_charge": [0.059, -0.190, -0.142, -0.340, -0.353, 0.267, 0.174, 0.295, 0.231], "homo_lumo_gap_ev": 8.86, "charge": 0, "homo_energy_ev": -8.20, "e_lumo_ev": 0.658}

No. 4
{"formula": "C31H23N3ORuS5SbSe", "method": "wB97M-V/def2-TZVPD", "symbols": ["Ru", "O", "N", "C", "C", "C", "C", "C", "S", "H", "H", "H", "H", "S", "C", "S", "S", "S", "C", "C", "C", "C", "C", "C", "C", "Sb", "C", "C", "C", "C", "C", "C", "C", "C", "C", "C", "C", "C", "H", "H", "H", "H", "H", "H", "H", "H", "H", "H", "H", "H", "H", "H", "H", "Se", "N", "C", "C", "C", "C", "C", "C", "N", "H", "H", "H", "H"], "coordinates": [[-0.79486, 0.53037, -0.27431], [1.21831, 0.32622, 0.62693], [1.47265, 1.08810, 1.69437], [2.59816, 0.78515, 2.37889], [3.00505, 1.51642, 3.45571], [2.21653, 2.60746, 3.84835], [1.06932, 2.88767, 3.15989], [0.64366, 2.11171, 2.05426], [-0.81407, 2.41927, 1.22558], [3.12755, -0.06562, 1.97834], [3.91614, 1.24632, 3.96858], [2.50492, 3.21856, 4.69459], [0.42626, 3.70944, 3.44211], [-1.25484, -1.65192, -4.56767], [-1.43246, -0.93158, -3.06630], [-2.55509, 0.39092, -2.92713], [-0.51200, -1.31498, -1.69091], [-3.47609, 2.26476, -1.03029], [-2.36049, 1.02897, -1.25655], [6.16726, -0.12040, -5.46542], [5.44854, -1.25576, -5.12500], [4.53689, -1.21178, -4.07446], [4.32324, -0.03978, -3.35293], [5.05207, 1.09463, -3.71298], [5.96703, 1.05798, -4.75540], [2.87342, -0.06977, -1.72448], [4.04612, 1.37282, -0.60154], [5.25398, 0.92906, -0.06246], [6.02976, 1.74892, 0.74644], [5.60338, 3.03784, 1.03871], [4.40554, 3.49548, 0.50979], [3.63717, 2.67028, -0.30343], [1.57405, 1.32599, -2.70250], [1.48196, 1.34582, -4.09058], [0.58041, 2.19348, -4.72430], [-0.23356, 3.03983, -3.98640], [-0.16191, 3.02098, -2.60229], [0.72992, 2.16302, -1.97300], [6.87787, -0.14938, -6.28326], [5.59098, -2.17660, -5.67856], [3.97326, -2.10465, -3.82359], [4.89919, 2.02132, -3.16993], [6.52177, 1.95118, -5.01997], [5.60059, -0.07772, -0.27848], [6.96477, 1.37892, 1.15201], [6.19902, 3.67851, 1.67837], [4.05682, 4.49618, 0.73696], [2.70676, 3.05261, -0.70319], [2.09600, 0.68487, -4.69025], [0.49710, 2.16657, -5.80428], [-0.95764, 3.67294, -4.48374], [-0.83334, 3.62078, -1.99960], [0.75478, 2.16558, -0.88525], [-0.17034, -1.91708, 1.78095], [-1.42668, -0.71134, 1.19979], [-2.62424, -1.11538, 1.68246], [-3.84798, -0.45484, 1.47833], [-4.99908, -0.96140, 2.04969], [-4.96986, -2.12542, 2.83355], [-3.78362, -2.79268, 3.05594], [-2.57965, -2.30888, 2.49265], [-1.38477, -2.89944, 2.66965], [-3.86574, 0.44104, 0.87467], [-5.94148, -0.45057, 1.88560], [-5.89121, -2.50225, 3.26610], [-3.74159, -3.69430, 3.65586]], "mulliken_charge": [0.353, -0.454, 0.927, -0.466, -0.867, -0.208, -0.914, 0.541, -0.467, 0.533, 0.431, 0.351, 0.433, -0.393, 0.152, -0.289, -0.277, -0.364, 0.199, -0.360, -0.501, -0.425, -0.519, 0.179, -0.660, 1.035, 0.045, -0.541, -0.585, -0.444, -0.599, -0.033, 0.676, -0.723, -0.586, -0.570, -0.855, 0.068, 0.344, 0.367, 0.343, 0.346, 0.361, 0.333, 0.352, 0.356, 0.411, 0.350, 0.457, 0.355, 0.343, 0.484, -0.179, 0.138, -0.327, 0.705, -0.192, -0.715, -0.376, -0.696, 0.478, -1.000, 0.063, 0.368, 0.320, 0.387], "homo_lumo_gap_ev": [4.18, 5.55], "charge": -2, "s_squared": 0.777, "spin_multiplicity": 2, "homo_energy_ev": [-0.17, -1.54], "e_lumo_ev": [4.008, 4.006]}

No. 5
{"formula": "CHN3O2", "method": "wB97M-V/def2-TZVPD", "symbols": ["O", "C", "N", "N", "N", "O", "H"], "coordinates": [[1.42606, 0.13819, 0.77001], [0.39674, 0.06594, 0.02397], [0.22284, 0.36708, -1.21094], [-0.96188, -0.00077, -1.47536], [-1.66241, -0.29442, -0.44429], [-0.71326, -0.28903, 0.66174], [1.29190, 0.01302, 1.67488]], "mulliken_charge": [-0.416, 0.770, -0.322, -0.146, -0.008, -0.217, 0.339], "homo_lumo_gap_ev": 11.15, "smiles": "Oc1nnno1", "charge": 0, "homo_energy_ev": -10.92, "e_lumo_ev": 0.229}

Q: Number 1 is which compound?
A: C19H17BrIrN3O4S3SbSe